Record 1
Below is a structure of composition C18H24Cl4IrN4O5S2 at a distorted geometry, with properties calculated with wB97M-V/def2-TZVPD.

Properties
orbital gap (spin up / spin down)	0.2280 / 0.2475	Ha
E_HOMO (spin up / spin down)	-10.6 / -10.7	eV
charge	+1

Cartesian coordinates (Å):
Ir (-1.046, -1.812, -0.587)
Cl (-2.690, -4.379, -2.199)
Cl (-0.831, -2.338, -3.244)
Cl (0.741, -6.877, 0.123)
Cl (1.764, -1.703, -1.004)
S (-0.116, -3.890, 0.337)
S (1.667, 5.300, 1.679)
O (0.524, 6.109, 1.351)
O (0.972, 2.504, -4.264)
O (-1.773, -1.791, 1.663)
O (2.957, 5.909, 1.803)
O (1.415, 4.046, -2.809)
N (0.970, 2.962, -3.141)
N (-0.360, 0.359, -1.044)
N (0.206, 2.472, -0.803)
N (-3.479, -2.585, 2.875)
C (0.414, 2.122, -2.125)
C (0.375, 3.784, -0.183)
C (3.369, -3.733, -1.729)
C (-0.255, 1.371, -0.185)
C (3.727, -5.069, -1.784)
C (-2.093, -3.550, -3.631)
C (2.918, -6.033, -1.207)
C (2.198, -3.375, -1.089)
C (-0.582, 1.295, 1.260)
C (1.770, 3.993, 0.402)
C (0.052, 0.814, -2.255)
C (1.347, -4.317, -0.504)
C (0.906, 5.396, 4.268)
C (1.741, -5.664, -0.577)
C (-3.184, -1.259, -0.559)
C (-2.961, -2.135, 1.733)
C (-3.850, -2.073, 0.530)
C (1.299, 4.388, 3.199)
H (-4.014, -3.100, 0.194)
H (-2.918, -3.037, -4.111)
H (-3.677, -1.415, -1.515)
H (4.641, -5.358, -2.282)
H (0.186, 4.552, -0.924)
H (-0.374, 3.891, 0.600)
H (2.204, 3.841, 3.455)
H (0.083, 0.210, -3.143)
H (3.199, -7.076, -1.236)
H (0.482, 3.702, 2.972)
H (0.650, 4.889, 5.196)
H (-2.884, -2.685, 3.682)
H (-0.948, 0.297, 1.493)
H (-4.445, -2.851, 2.953)
H (-3.191, -0.196, -0.311)
H (3.996, -2.970, -2.168)
H (2.163, 3.102, 0.892)
H (0.307, 1.488, 1.863)
H (-4.829, -1.670, 0.809)
H (0.048, 5.977, 3.932)
H (-1.650, -4.291, -4.287)
H (2.475, 4.349, -0.347)
H (-1.346, 2.027, 1.525)
H (1.732, 6.080, 4.456)



Record 2
Below is the molecule C18H24ClNOS at a distorted geometry, with properties calculated with wB97M-V/def2-TZVPD.

Properties
orbital gap	0.3280	Ha
E_HOMO	-8.4	eV
SMILES	O=C(CCSCc1ccc(Cl)cc1)NCCC1=CCCCC1

Cartesian coordinates (Å):
Cl (-0.347, -5.191, -2.823)
S (3.501, 0.539, -0.978)
O (-0.258, 0.593, -2.406)
N (-0.820, 2.344, -0.942)
C (1.427, 2.212, -2.077)
C (-0.684, 1.547, 2.374)
C (2.601, 1.181, -2.553)
C (0.017, -1.624, -0.845)
C (-0.279, 0.822, 3.322)
C (2.032, -0.390, -0.035)
C (-1.900, 1.065, 1.436)
C (-2.086, 2.110, -1.028)
C (1.818, -3.438, -2.193)
C (1.464, -1.486, -0.886)
C (-0.559, -2.852, -1.247)
C (2.291, -2.429, -1.404)
C (-2.608, 2.090, 0.524)
C (-0.378, -0.891, 2.922)
C (0.042, 1.698, -1.839)
C (0.422, -3.648, -2.117)
C (-1.751, -1.367, 2.565)
C (-2.247, -0.096, 1.610)
H (1.738, 2.622, -1.331)
H (-1.520, -2.933, -1.354)
H (0.773, 1.069, 3.893)
H (2.494, -4.140, -2.522)
H (-0.377, 3.208, -0.677)
H (3.538, -2.494, -1.365)
H (-0.111, -1.395, 3.892)
H (1.465, 0.330, 0.162)
H (0.520, -0.961, 2.292)
H (-0.988, 0.761, 4.246)
H (-1.615, -2.154, 1.852)
H (-2.605, 2.607, -1.509)
H (1.385, 3.015, -2.918)
H (0.349, 1.589, 1.660)
H (3.358, 1.352, -3.156)
H (2.798, -0.637, 0.767)
H (-2.203, 2.986, 1.051)
H (-2.244, -1.566, 3.422)
H (-3.876, 1.897, 0.564)
H (-0.916, 2.635, 2.563)
H (-2.007, 0.887, -1.200)
H (-3.168, -0.554, 1.142)
H (1.825, 0.145, -2.822)
H (-0.310, -1.056, -0.031)



Record 3
Below is a structure of composition C18H24CoN11O3S2Se, with properties calculated with wB97M-V/def2-TZVPD.

Properties
multiplicity	5
orbital gap (spin up / spin down)	0.2913 / 0.2105	Ha
E_HOMO (spin up / spin down)	-13.8 / -13.8	eV
charge	+2

Cartesian coordinates (Å):
Se (-0.732, -1.099, -3.538)
Co (0.525, 0.517, -0.882)
S (-1.008, 0.617, 1.962)
S (-0.593, 2.538, -1.549)
O (-2.047, 1.511, 1.543)
O (-1.262, -0.799, 1.849)
O (2.553, 1.641, 1.721)
N (-2.325, -1.034, -4.240)
N (0.407, 0.980, 1.153)
N (2.199, 2.106, -0.809)
N (0.998, -3.728, -0.017)
N (-1.206, -0.197, -2.049)
N (1.767, 3.432, -0.725)
N (3.489, -1.644, -3.207)
N (0.075, 4.959, -0.771)
N (0.624, -1.418, -0.198)
N (2.106, -2.504, -1.614)
N (1.875, -0.263, -2.241)
C (-5.210, 0.569, -2.786)
C (1.651, 1.710, 4.561)
C (1.393, 1.355, 2.034)
C (1.194, -2.523, -0.561)
C (0.035, -3.903, 1.084)
C (-3.111, -0.362, -3.426)
C (1.593, -4.943, -0.592)
C (1.010, 1.664, 5.794)
C (-0.410, 1.008, 3.558)
C (0.497, 3.722, -0.957)
C (2.482, -1.415, -2.348)
C (-4.613, 1.008, -1.549)
C (-2.498, 0.117, -2.193)
C (-0.332, 1.297, 5.895)
C (-4.495, -0.107, -3.702)
C (-3.312, 0.798, -1.240)
C (-1.072, 0.959, 4.769)
C (0.917, 1.377, 3.442)
H (-0.946, -4.193, 0.706)
H (-4.924, -0.475, -4.626)
H (2.264, 0.419, -2.877)
H (1.562, 1.915, 6.692)
H (0.405, -4.683, 1.742)
H (2.692, 2.000, 4.467)
H (-0.810, 1.274, 6.866)
H (-2.903, 1.111, -0.291)
H (2.590, -3.360, -1.806)
H (-0.042, -1.516, 0.559)
H (2.987, 2.067, -1.444)
H (1.231, -5.140, -1.602)
H (3.790, -0.926, -3.842)
H (0.690, 5.712, -0.507)
H (2.684, -4.907, -0.584)
H (-5.241, 1.514, -0.823)
H (3.940, -2.540, -3.292)
H (2.513, 1.831, 0.153)
H (-2.118, 0.679, 4.841)
H (2.383, 4.106, -0.300)
H (-0.893, 5.177, -0.940)
H (-0.069, -3.000, 1.675)
H (1.311, -5.785, 0.025)
H (-6.259, 0.776, -2.964)



Record 4
Below is a cluster of 2 separate species, C18H24N in total at a distorted geometry, with properties calculated with wB97M-V/def2-TZVPD.

Properties
orbital gap	0.2378	Ha
E_HOMO	-12.0	eV
charge	+1

Cartesian coordinates (Å):
N (-0.179, -1.507, -1.269)
C (-0.829, -0.130, 1.755)
C (-2.088, -1.511, 3.325)
C (-0.048, 2.065, -0.452)
C (-1.786, 0.902, 1.892)
C (-0.949, -1.287, 2.580)
C (-2.383, -2.799, -1.094)
C (-3.113, -0.555, 3.324)
C (2.733, 2.337, -0.418)
C (0.567, 3.188, -1.020)
C (2.042, -2.428, -2.151)
C (0.190, -0.161, 0.737)
C (2.606, 4.466, -1.719)
C (-1.316, -1.912, -0.460)
C (0.728, 1.054, 0.163)
C (1.958, 3.314, -1.042)
C (2.138, 1.246, 0.203)
C (-2.943, 0.649, 2.628)
C (1.209, -1.884, -1.002)
H (3.814, 2.412, -0.442)
H (-2.622, -2.496, -2.119)
H (-0.410, -1.637, -2.260)
H (-2.206, -2.449, 3.870)
H (-1.656, 1.846, 1.360)
H (3.063, -2.045, -2.014)
H (1.300, -2.538, -0.116)
H (3.399, 4.865, -1.085)
H (-3.730, 1.400, 2.629)
H (0.934, -0.895, 1.052)
H (-0.037, 3.964, -1.485)
H (2.751, 0.487, 0.689)
H (-0.999, -2.398, 0.483)
H (3.069, 4.178, -2.665)
H (-2.071, -3.849, -1.032)
H (-4.035, -0.750, 3.863)
H (1.858, 5.219, -1.964)
H (-1.848, -0.974, -0.203)
H (2.094, -3.519, -2.090)
H (-3.303, -2.692, -0.501)
H (1.702, -0.938, -0.759)
H (1.707, -2.098, -3.140)
H (-0.179, -2.069, 2.502)
H (-1.130, 1.924, -0.553)



Record 5
Below is a structure of composition C18H24N2ReS3Sb, with properties calculated with wB97M-V/def2-TZVPD.

Properties
orbital gap	0.2666	Ha
E_HOMO	-15.2	eV
charge	+2

Cartesian coordinates (Å):
Re (-0.012, 0.031, 0.071)
Sb (0.781, -2.872, 2.044)
S (1.860, -0.341, 0.913)
S (1.322, -4.423, 0.659)
S (-1.423, -1.346, 0.754)
N (-0.052, 0.481, -1.945)
N (-0.612, 1.997, 0.037)
C (0.232, -0.082, -4.241)
C (-1.969, 6.639, -1.598)
C (0.192, 0.507, -7.045)
C (-0.883, 2.701, 1.159)
C (-3.258, 6.214, 0.501)
C (-0.200, 1.636, -6.093)
C (-1.284, 4.010, 1.115)
C (-0.468, 2.113, -3.627)
C (-0.140, 1.202, -4.644)
C (-1.428, 4.668, -0.113)
C (-1.142, 3.924, -1.263)
C (-0.419, 1.739, -2.309)
C (0.767, 2.818, -6.286)
C (0.266, -0.406, -2.905)
C (-0.743, 2.611, -1.165)
C (-1.875, 6.114, -0.166)
C (-1.640, 2.083, -6.406)
C (-0.856, 6.961, 0.617)
H (0.132, 0.869, -8.070)
H (-1.003, 6.615, -2.106)
H (-1.235, 4.377, -2.237)
H (0.497, 3.678, -5.672)
H (-3.235, 5.904, 1.546)
H (-0.763, 3.119, -3.884)
H (-0.482, -0.348, -6.965)
H (0.499, -0.838, -4.963)
H (-2.349, 1.267, -6.260)
H (0.139, 6.895, 0.174)
H (1.217, 0.171, -6.880)
H (0.735, 3.136, -7.327)
H (-1.695, 2.395, -7.448)
H (-1.487, 4.520, 2.045)
H (-1.168, 8.004, 0.591)
H (-1.952, 2.930, -5.794)
H (-0.764, 2.166, 2.091)
H (-3.998, 5.610, -0.025)
H (-2.702, 6.086, -2.189)
H (0.551, -1.392, -2.564)
H (-3.590, 7.252, 0.474)
H (-2.293, 7.678, -1.575)
H (-0.791, 6.664, 1.664)
H (1.793, 2.532, -6.052)



Record 6
Below is the molecule C18H24N4O5S2 at a distorted geometry, with properties calculated with wB97M-V/def2-TZVPD.

Properties
orbital gap	0.3136	Ha
E_HOMO	-8.9	eV
SMILES	CCN(CC)S(=O)(=O)c1ccc(-c2nnc(SCC(=O)N3CCOCC3)o2)cc1

Cartesian coordinates (Å):
S (-3.984, 2.810, 0.910)
S (3.633, -2.407, 2.958)
O (-2.531, 5.528, -1.275)
O (4.924, -1.795, 2.868)
O (-1.741, 1.502, 1.424)
O (3.185, -2.916, 4.220)
O (-2.914, 1.571, -3.877)
N (-1.559, 2.793, -0.346)
N (-0.396, 2.147, -0.185)
N (-3.571, 3.822, -2.312)
N (3.591, -3.654, 1.868)
C (1.316, -4.195, 0.968)
C (1.163, -1.189, 2.972)
C (4.924, -4.749, 0.108)
C (2.717, -0.404, 1.301)
C (0.198, -0.326, 2.488)
C (-0.507, 1.384, 0.860)
C (1.757, 0.456, 0.805)
C (-2.750, 3.961, -3.502)
C (-2.005, 2.647, -3.748)
C (-2.337, 2.403, 0.617)
C (0.492, 0.491, 1.396)
C (-3.314, 4.602, -1.247)
C (-3.685, 1.423, -2.712)
C (-4.150, 4.396, 0.017)
C (2.451, -4.538, 1.933)
C (4.282, -3.461, 0.614)
C (-4.478, 2.702, -2.401)
C (2.409, -1.224, 2.373)
H (-5.174, 2.892, -3.229)
H (5.552, -4.527, -0.750)
H (1.959, 1.109, -0.028)
H (-0.779, -0.281, 2.944)
H (3.609, -3.051, -0.152)
H (3.710, -0.439, 0.883)
H (2.793, -5.561, 1.748)
H (-4.364, 0.589, -2.893)
H (0.976, -1.835, 3.816)
H (0.993, -3.164, 1.097)
H (-1.316, 2.464, -2.913)
H (2.103, -4.479, 2.965)
H (5.061, -2.728, 0.827)
H (-3.398, 4.188, -4.355)
H (5.538, -5.187, 0.889)
H (-3.033, 1.184, -1.859)
H (-5.215, 4.487, -0.199)
H (-5.046, 2.569, -1.483)
H (1.626, -4.336, -0.064)
H (0.471, -4.850, 1.162)
H (4.170, -5.472, -0.195)
H (-1.448, 2.688, -4.685)
H (-3.857, 5.182, 0.715)
H (-2.048, 4.778, -3.336)